The following is a quantum chemistry calculation of a single C5H6O2 molecule, from the OMol25 dataset.

Element x y z (Å)
O: 0.15454 1.81315 1.12783
C: -0.41003 1.02981 0.39857
C: 0.07908 0.73343 -1.01740
C: 0.92268 -0.51922 -0.68080
C: 0.22990 -1.05574 0.62359
O: 0.77295 -1.83162 1.36481
C: -1.12736 -0.19617 0.91743
H: 0.66016 1.59076 -1.34217
H: -0.70362 0.48319 -1.74140
H: 2.00093 -0.27537 -0.58998
H: 0.87963 -1.31767 -1.43371
H: -1.36746 -0.05786 1.98408
H: -2.09139 -0.39668 0.38914

Results
Structure (SMILES): O=C1CCC(=O)C1
HOMO level: -0.3532 Eh
Kohn-Sham gap: 10.0 eV
Largest force on an atom: 0.0231 hartree/bohr

=====

The following is a quantum chemistry calculation of a single C5H6O2 molecule, from the OMol25 dataset.

Element x y z (Å)
C: -0.02185 -1.18276 -1.65032
C: 0.94709 -0.22551 -1.79362
O: 0.96880 0.54533 -0.69257
C: -0.02253 0.12044 0.18874
C: -0.76204 1.08898 1.07684
C: 0.14682 0.00695 1.67720
O: -0.72986 -0.93554 -0.50826
H: -0.41855 -2.11449 -2.11687
H: 1.65398 -0.07847 -2.55368
H: -1.87456 1.04872 0.90507
H: -0.61029 2.19033 1.09490
H: 0.95633 0.44700 2.23226
H: -0.23333 -0.91097 2.14032

Results
Structure (SMILES): C1=COC2(CC2)O1
HOMO level: -0.2797 Eh
Kohn-Sham gap: 8.8 eV
Largest force on an atom: 0.0796 hartree/bohr

=====

The following is a quantum chemistry calculation of a single C5H6O2 molecule, from the OMol25 dataset.

Element x y z (Å)
O: -3.64903 0.66726 -0.13978
C: -2.44648 0.62972 -0.09168
C: -1.69152 -0.43125 0.70242
C: -0.24036 -0.32222 0.56540
C: 0.95192 -0.20963 0.42428
C: 2.39631 -0.07271 0.17123
O: 2.72209 -0.18377 -1.19868
H: -1.81805 1.37036 -0.62800
H: -1.99655 -0.33690 1.75198
H: -2.05064 -1.41180 0.36710
H: 2.75511 0.87853 0.59281
H: 2.93821 -0.87656 0.67887
H: 2.17634 0.45301 -1.67626

Results
Structure (SMILES): O=CCC#CCO
HOMO level: -0.3654 Eh
Kohn-Sham gap: 10.6 eV
Largest force on an atom: 0.0106 hartree/bohr

=====

The following is a quantum chemistry calculation of 2 unconnected molecules or ions with the total composition C5H6O2, from the OMol25 dataset.

Element x y z (Å)
O: 2.23951 -0.83455 -0.86655
C: 1.15105 -0.49546 -0.69554
C: -0.10451 -0.07036 -0.42516
C: -0.50907 -0.54594 1.10918
C: -1.12813 -1.18534 -0.04576
C: -0.55196 1.28741 -0.86758
O: -1.71644 1.58434 -0.90918
H: 1.87602 1.31174 1.46146
H: 1.18052 1.11050 1.64696
H: 0.32150 -1.16394 1.49511
H: -2.10362 -0.81354 -0.36404
H: -0.90017 -2.19376 -0.40836
H: 0.24532 2.00891 -1.13054

Results
HOMO level: -0.2986 Eh
Kohn-Sham gap: 7.9 eV
Largest force on an atom: 0.0237 hartree/bohr

=====

The following is a quantum chemistry calculation of a single C5H6O2 molecule, from the OMol25 dataset.

Element x y z (Å)
C: 2.75903 0.32205 0.05480
C: 1.67807 0.48290 -0.46565
C: 0.56969 -0.45976 -0.58417
O: 0.74237 -1.48754 -1.20311
C: -0.65620 -0.28773 0.29468
C: -1.35367 1.05249 0.12699
O: -1.53220 -1.33729 0.00702
H: 3.65800 -0.02034 0.50569
H: -0.27864 -0.36022 1.33304
H: -2.30433 1.00968 0.66508
H: -1.56256 1.26266 -0.92590
H: -0.75233 1.86703 0.54405
H: -0.96723 -2.04393 -0.35251

Results
Structure (SMILES): C#CC(=O)[C@@H](C)O
HOMO level: -0.3830 Eh
Kohn-Sham gap: 10.5 eV
Largest force on an atom: 0.0199 hartree/bohr

=====

The following is a quantum chemistry calculation of a single C5H6O2 molecule, from the OMol25 dataset.

Element x y z (Å)
C: 0.79708 0.48843 -1.43615
C: 0.21483 -0.84604 -0.37185
C: -1.10870 -0.93509 0.31794
C: -1.13861 0.00938 1.27904
C: 0.16059 0.69879 1.32056
O: 0.56757 1.68328 1.88533
O: 0.98517 -0.03618 0.52265
H: 1.76459 1.03406 -1.22685
H: 0.90398 -0.07860 -2.32910
H: -0.00291 1.22808 -1.41200
H: 0.67276 -1.81579 -0.65539
H: -1.89495 -1.66446 0.11500
H: -1.92142 0.23414 1.99081

Results
Structure (SMILES): C[C@@H]1C=CC(=O)O1
HOMO level: -0.3375 Eh
Kohn-Sham gap: 9.4 eV
Largest force on an atom: 0.0713 hartree/bohr

=====

The following is a quantum chemistry calculation of a molecular structure, C5H6O2, from the OMol25 dataset.

Element x y z (Å)
C: -1.26747 -0.88646 -0.09958
O: -1.20221 0.12345 -1.12157
C: -0.15188 0.90656 -0.63376
C: 2.10516 0.82360 0.12468
O: -0.39475 1.03269 0.76530
C: -0.09536 -0.40054 0.75494
C: 1.01850 -0.08936 -0.27703
H: -1.12240 -1.87617 -0.53907
H: -2.22830 -0.81751 0.41658
H: -0.02164 1.79711 -1.24944
H: 1.94151 1.08475 1.19381
H: 0.12258 -0.87898 1.71185
H: 1.29627 -0.81913 -1.04671

Results
HOMO level (alpha / beta): -0.3234 / -0.3233 Eh
Kohn-Sham gap (alpha / beta): 8.4 / 8.4 eV
Largest force on an atom: 0.0125 hartree/bohr

=====

The following is a quantum chemistry calculation of a single C5H6O2 molecule, from the OMol25 dataset.

Element x y z (Å)
C: -2.48003 1.00714 0.09123
C: -1.49176 0.33884 -0.06811
C: -0.30299 -0.50070 -0.21054
C: 0.36226 -0.74684 1.15138
O: 0.59261 0.16127 1.91765
C: 0.87872 0.13889 -1.00481
O: 2.06215 -0.04678 -0.24921
H: -3.35764 1.59717 0.24118
H: -0.59004 -1.45837 -0.65949
H: 0.69388 -1.77832 1.35758
H: 0.70319 1.20129 -1.20252
H: 1.03405 -0.36932 -1.95831
H: 1.93772 0.46820 0.56944

Results
Structure (SMILES): C#C[C@H](C=O)CO
HOMO level: -0.3650 Eh
Kohn-Sham gap: 10.7 eV
Largest force on an atom: 0.0150 hartree/bohr

=====

The following is a quantum chemistry calculation of a single C5H6O2 molecule, from the OMol25 dataset.

Element x y z (Å)
C: -0.87800 -0.17530 1.28657
C: -0.35157 -1.14016 0.53941
C: 0.96508 -0.86770 -0.11964
O: 1.64985 0.26573 0.41997
C: 0.92116 0.44501 -0.78176
C: -0.44337 1.14024 -0.80096
O: -1.37007 0.65272 -1.40195
H: -1.93632 -0.09032 1.47900
H: -0.23446 0.61057 1.66427
H: -0.92680 -1.99306 0.18518
H: 1.59132 -1.67275 -0.51684
H: 1.52648 0.69973 -1.64812
H: -0.51332 2.12528 -0.30512

Results
Structure (SMILES): C=C[C@@H]1O[C@@H]1C=O
HOMO level: -0.3526 Eh
Kohn-Sham gap: 10.1 eV
Largest force on an atom: 0.0171 hartree/bohr

=====

The following is a quantum chemistry calculation of a single C5H6O2 molecule, from the OMol25 dataset.

Element x y z (Å)
C: -1.69254 -1.67665 -1.12864
C: -1.07061 -0.71088 -0.76726
C: -0.22847 0.38736 -0.28125
C: 1.12210 0.25495 -0.97534
O: 2.16587 0.07029 -0.39418
C: -0.10006 0.35475 1.25478
O: 0.84544 1.27644 1.72619
H: -2.24711 -2.53362 -1.44331
H: -0.65566 1.35106 -0.59538
H: 1.09206 0.32692 -2.08036
H: 0.12852 -0.67395 1.56730
H: -1.06476 0.62847 1.69101
H: 1.70522 0.94487 1.42645

Results
Structure (SMILES): C#C[C@H](C=O)CO
HOMO level: -0.3698 Eh
Kohn-Sham gap: 10.8 eV
Largest force on an atom: 0.0111 hartree/bohr

=====

The following is a quantum chemistry calculation of a single C5H6O2 molecule, from the OMol25 dataset.

Element x y z (Å)
C: -1.95964 -1.22597 -0.23775
C: -0.78487 -0.97010 -0.28667
C: 0.57371 -0.39495 -0.38517
C: 1.10412 -0.70736 1.00844
O: 0.28911 -0.92661 1.87040
C: 0.32602 1.12222 -0.67798
O: 0.18844 1.89658 0.48238
H: -2.98137 -1.52149 -0.18835
H: 1.23104 -0.79654 -1.17746
H: 2.17623 -0.80774 1.23880
H: -0.58730 1.14088 -1.28760
H: 1.13182 1.56676 -1.26597
H: -0.63845 1.64244 0.91466

Results
Structure (SMILES): C#C[C@H](C=O)CO
HOMO level: -0.3657 Eh
Kohn-Sham gap: 10.7 eV
Largest force on an atom: 0.0269 hartree/bohr

=====

The following is a quantum chemistry calculation of a molecular structure, C5H6O2, from the OMol25 dataset.

Element x y z (Å)
O: 0.59210 1.53408 -1.04946
C: 0.12834 0.46160 -0.22822
C: 1.37697 -0.39564 0.00557
O: 1.51484 -0.59597 -1.42572
C: 0.41477 0.23815 -1.63984
C: -1.40961 -0.41666 1.45505
C: -1.10799 0.52312 0.56215
H: 1.21770 -1.34052 0.53157
H: 2.24064 0.14753 0.39235
H: -0.09774 0.15870 -2.59444
H: -0.72044 -1.23124 1.67314
H: -2.35786 -0.42255 1.98202
H: -1.79171 1.33941 0.33581

Results
HOMO level: -0.3445 Eh
Kohn-Sham gap: 10.4 eV
Largest force on an atom: 0.0093 hartree/bohr

=====

The following is a quantum chemistry calculation of a molecular structure, C5H6O2, from the OMol25 dataset.

Element x y z (Å)
O: -0.29175 1.27414 1.83753
C: 0.27462 0.39179 0.93381
C: -0.73811 -0.61544 0.29921
O: -1.20590 0.50662 -0.51644
C: 0.22176 0.82769 -0.57130
C: 0.80796 -0.39205 -1.26451
C: 0.14483 -1.38427 -0.66372
H: -1.14908 1.51359 1.45135
H: 1.21952 0.02430 1.33840
H: -1.51884 -1.10830 0.87930
H: 0.45076 1.83851 -0.91137
H: 1.57522 -0.41814 -2.02868
H: 0.20901 -2.45844 -0.78357

Results
HOMO level: -0.3572 Eh
Kohn-Sham gap: 10.8 eV
Largest force on an atom: 0.0079 hartree/bohr

=====

The following is a quantum chemistry calculation of a single C5H6O2 molecule, from the OMol25 dataset.

Element x y z (Å)
C: -1.83392 -0.03110 -0.36973
C: -0.80790 0.60012 0.50557
O: 0.73978 -1.64406 0.66547
C: 1.78990 -1.19038 0.18774
O: 2.87942 -1.67085 -0.13495
C: 1.68618 0.31701 -0.15433
C: 0.49381 0.71420 0.15861
H: -1.84649 -1.07426 -0.02094
H: -2.82813 0.40200 -0.24876
H: -1.53225 -0.05107 -1.41927
H: -1.08286 0.96016 1.49663
H: 2.45248 0.90424 -0.62418
H: -0.11000 1.76398 -0.04186

Results
HOMO level: -0.3239 Eh
Kohn-Sham gap: 7.8 eV
Largest force on an atom: 0.0259 hartree/bohr

=====

The following is a quantum chemistry calculation of a molecular structure, C5H6O2, from the OMol25 dataset.

Element x y z (Å)
O: 1.42100 -0.13191 1.73761
C: 0.53256 0.08185 0.96016
C: -0.47616 1.22536 1.11093
O: -1.42397 1.01438 0.01436
C: -1.02843 0.03319 -0.70984
C: 1.18759 -0.80397 -1.28569
C: 0.15894 -0.65621 -0.30470
H: -0.01404 2.20217 0.95568
H: -1.04251 1.20359 2.04186
H: -1.63430 -0.18889 -1.58453
H: 2.20900 -0.83107 -0.92596
H: 0.96238 -1.28186 -2.23575
H: -0.66247 -1.58576 0.24599

Results
HOMO level (alpha / beta): -0.2378 / -0.2255 Eh
Kohn-Sham gap (alpha / beta): 5.9 / 5.5 eV
Largest force on an atom: 0.0223 hartree/bohr

=====

The following is a quantum chemistry calculation of a molecular structure, C5H6O2, from the OMol25 dataset.

Element x y z (Å)
C: -0.96731 -1.08295 0.08061
C: -0.13648 0.18660 -0.01327
O: 1.03992 0.07078 -0.81663
C: 1.96924 -0.87147 -0.53050
O: 1.96061 -1.62688 0.39910
C: -0.67522 1.48602 0.01912
C: -1.12142 2.61962 0.01265
H: -1.17455 -1.52479 -0.90147
H: -1.92071 -0.83986 0.55058
H: -0.44034 -1.83013 0.67771
H: -0.09371 0.78741 1.13832
H: 2.75941 -0.82182 -1.29889
H: -1.19944 3.44745 0.68266

Results
HOMO level: -0.3316 Eh
Kohn-Sham gap: 9.8 eV
Largest force on an atom: 0.0629 hartree/bohr

=====

The following is a quantum chemistry calculation of 2 unconnected molecules or ions with the total composition C5H6O2, from the OMol25 dataset.

Element x y z (Å)
C: -0.92507 -0.29740 2.27682
C: -1.70489 -0.00093 1.24989
C: -1.87363 0.42100 0.03860
O: -2.19741 0.77150 -1.03676
H: 0.16054 -0.18584 2.21388
H: -1.33532 -0.66479 3.21688
C: 1.11276 0.23505 -1.74086
C: 1.14516 -0.30623 -0.34152
O: 1.63989 0.26717 0.60339
H: 1.68516 -0.42919 -2.39934
H: 1.53707 1.24046 -1.76484
H: 0.08085 0.25336 -2.11075
H: 0.67490 -1.30416 -0.20540

Results
Structure (SMILES): C=C=C=O.CC=O
HOMO level: -0.3324 Eh
Kohn-Sham gap: 8.4 eV
Largest force on an atom: 0.0183 hartree/bohr

=====

The following is a quantum chemistry calculation of 2 unconnected molecules or ions with the total composition C5H6O2, from the OMol25 dataset.

Element x y z (Å)
C: 1.76557 0.83496 -0.31312
C: 0.64935 0.71954 0.12667
C: -0.76239 0.88503 0.52080
C: -1.76311 0.12059 -0.33882
H: 2.76570 0.88263 -0.69756
H: -0.91380 0.66973 1.58492
H: -0.98329 1.95877 0.41029
H: -1.65974 -0.95827 -0.21203
H: -2.78245 0.40553 -0.05989
H: -1.62860 0.35817 -1.39924
O: 0.70077 -2.07592 0.59764
C: 1.76716 -1.94615 0.14049
O: 2.83504 -1.83396 -0.31315

Results
Structure (SMILES): C#CCC.O=C=O
HOMO level: -0.3699 Eh
Kohn-Sham gap: 10.8 eV
Largest force on an atom: 0.0192 hartree/bohr